{
  "formula": "C5H8O",
  "method": "ωB97M-V with the def2-TZVPD basis set",
  "elements": ["C", "C", "C", "C", "C", "H", "H", "H", "H", "H", "H", "H", "H", "O"],
  "xyz": [[1.96337, -0.38920, -0.57393], [1.17464, -0.05151, 0.68956], [-0.28432, -0.17927, 0.32885], [-1.22064, 0.67623, -0.13703], [-2.63988, 0.22898, -0.13782], [3.06973, -0.27213, -0.51417], [1.67601, -1.34694, -0.95216], [1.66100, 0.42253, -1.34417], [1.36835, -0.61399, 1.60403], [1.35150, 1.01350, 1.02460], [-0.68071, -1.19198, 0.41506], [-0.97302, 1.75588, -0.16182], [-3.49155, 0.86402, -0.24650], [-2.97450, -0.91611, 0.00551]],
  "lowdin_charge": [-0.11, -0.25, -0.11, -0.06, -0.28, 0.08, 0.06, 0.11, 0.10, 0.12, 0.11, 0.11, 0.10, 0.03],
  "e_tot_ev": -7360.7067,
  "smiles": "CC/C=C/C=O",
  "max_force_ev_per_a": 2.642,
  "homo_energy_ev": -9.785
}